Formula: C28H102HfN44O24
Source: the OMol25 dataset
Level of theory: ωB97M-V/def2-TZVPD

Structure (XYZ):
```
199
Properties=species:S:1:pos:R:3
Hf -7.53 -13.90 -17.39
C -8.15 -12.53 -21.20
C -9.02 -13.36 -20.27
C -9.81 -14.35 -21.07
O -8.28 -14.06 -19.29
H -7.46 -13.07 -21.87
H -7.45 -11.83 -20.76
H -8.84 -11.91 -21.72
H -9.72 -12.65 -19.87
H -10.33 -13.79 -21.83
H -10.56 -14.78 -20.44
H -9.11 -15.12 -21.45
C -7.83 -15.24 -13.98
C -6.46 -14.75 -14.41
C -5.48 -15.90 -14.52
O -6.55 -13.99 -15.60
H -7.82 -15.71 -12.96
H -8.23 -15.97 -14.69
H -8.53 -14.44 -13.80
H -6.11 -14.09 -13.59
H -4.54 -15.48 -14.77
H -5.87 -16.54 -15.30
H -5.31 -16.43 -13.60
C -14.41 -7.87 -21.58
O -13.58 -7.04 -21.94
N -14.22 -9.20 -21.92
N -15.49 -7.57 -20.80
H -13.43 -9.39 -22.47
H -14.86 -9.93 -21.72
H -15.45 -6.59 -20.57
H -16.36 -7.92 -21.11
C -5.60 -14.07 -23.70
O -5.70 -14.95 -22.83
N -5.55 -12.73 -23.33
N -5.63 -14.21 -25.04
H -5.25 -12.51 -22.38
H -5.16 -12.02 -23.97
H -5.43 -15.15 -25.34
H -5.14 -13.48 -25.54
C -9.84 -14.81 -24.73
O -10.42 -14.00 -25.40
N -8.50 -14.94 -24.72
N -10.52 -15.76 -24.08
H -8.07 -15.55 -24.04
H -8.00 -14.10 -24.96
H -10.11 -16.48 -23.47
H -11.51 -15.62 -24.15
C -6.93 -18.43 -22.83
O -7.92 -17.77 -23.04
N -6.53 -19.41 -23.67
N -6.23 -18.17 -21.71
H -7.11 -19.55 -24.45
H -5.97 -20.19 -23.43
H -6.27 -17.20 -21.43
H -5.33 -18.60 -21.71
C -6.84 -10.88 -18.59
O -7.43 -11.79 -17.99
N -7.59 -9.94 -19.16
N -5.50 -10.78 -18.60
H -8.57 -10.15 -19.29
H -7.25 -8.99 -19.33
H -5.23 -10.32 -19.41
H -4.96 -11.61 -18.57
C -14.80 -13.11 -16.92
O -14.01 -14.07 -16.83
N -15.75 -12.75 -15.94
N -14.69 -12.19 -17.93
H -16.00 -13.30 -15.14
H -16.15 -11.82 -15.99
H -13.83 -12.28 -18.49
H -15.37 -11.51 -18.20
C -1.97 -15.52 -21.30
O -2.72 -16.34 -20.77
N -2.19 -14.84 -22.42
N -0.80 -15.22 -20.67
H -3.14 -14.98 -22.75
H -1.63 -14.02 -22.70
H -0.54 -15.90 -20.01
H -0.04 -14.83 -21.24
C -7.18 -17.02 -18.42
O -6.89 -16.12 -17.63
N -6.49 -18.18 -18.57
N -8.43 -17.03 -19.19
H -5.65 -18.26 -18.00
H -6.96 -18.98 -18.95
H -8.84 -16.15 -19.43
H -8.48 -17.70 -19.96
C -9.54 -7.41 -22.21
O -8.42 -7.45 -21.83
N -10.26 -6.23 -22.32
N -10.20 -8.53 -22.60
H -11.17 -6.29 -22.77
H -9.68 -5.44 -22.62
H -11.16 -8.39 -22.79
H -9.81 -9.44 -22.35
C -10.96 -6.49 -19.21
O -10.61 -7.70 -19.22
N -12.28 -6.22 -19.58
N -10.11 -5.48 -18.92
H -12.61 -6.84 -20.28
H -12.70 -5.30 -19.55
H -10.40 -4.54 -19.00
H -9.16 -5.80 -18.66
C -6.32 -11.41 -26.31
O -5.21 -11.27 -25.84
N -6.61 -12.35 -27.27
N -7.32 -10.61 -25.78
H -7.54 -12.29 -27.69
H -5.91 -12.74 -27.89
H -8.23 -10.43 -26.14
H -6.94 -9.94 -25.15
C -14.50 -12.86 -21.85
O -14.84 -11.83 -21.27
N -13.77 -12.77 -22.98
N -14.93 -14.07 -21.53
H -13.15 -11.95 -23.04
H -13.46 -13.54 -23.60
H -14.79 -14.73 -22.26
H -15.71 -14.15 -20.91
C -5.62 -9.32 -21.62
O -4.63 -10.06 -21.77
N -5.55 -8.05 -20.96
N -6.86 -9.60 -22.05
H -4.54 -7.84 -20.85
H -6.14 -7.24 -21.25
H -7.53 -8.89 -21.86
H -7.12 -10.45 -22.53
C -10.49 -13.21 -28.81
O -11.31 -12.57 -28.16
N -9.39 -13.73 -28.18
N -10.68 -13.45 -30.13
H -9.34 -13.78 -27.14
H -8.75 -14.44 -28.57
H -11.43 -12.97 -30.59
H -10.15 -13.87 -30.84
C -5.54 -8.11 -13.23
O -5.95 -9.23 -13.07
N -6.42 -7.12 -13.63
N -4.23 -7.70 -13.09
H -7.34 -7.47 -13.53
H -6.37 -6.30 -13.09
H -4.05 -6.86 -13.61
H -3.47 -8.38 -13.17
C -10.51 -14.86 -16.61
O -9.21 -15.07 -16.77
N -10.85 -14.26 -15.49
N -11.36 -15.29 -17.52
H -10.05 -13.75 -15.07
H -11.78 -14.23 -15.10
H -11.07 -15.86 -18.28
H -12.23 -14.72 -17.62
C -1.39 -11.74 -23.32
O -0.50 -12.52 -23.00
N -1.52 -11.43 -24.64
N -2.21 -11.09 -22.39
H -0.96 -12.15 -25.17
H -2.38 -11.08 -25.05
H -1.95 -11.25 -21.43
H -3.05 -10.56 -22.62
C -11.62 -11.12 -19.17
O -11.73 -12.36 -19.13
N -10.50 -10.46 -18.66
N -12.43 -10.25 -19.82
H -10.68 -9.53 -18.26
H -10.01 -11.08 -18.05
H -13.25 -10.46 -20.35
H -12.06 -9.33 -19.98
C -7.93 -11.48 -15.36
O -8.58 -12.31 -16.07
N -8.58 -10.33 -14.87
N -6.63 -11.63 -14.96
H -8.25 -9.94 -13.95
H -9.60 -10.43 -14.94
H -6.02 -10.86 -14.66
H -6.12 -12.44 -15.27
C -12.10 -10.53 -24.99
O -12.57 -10.09 -23.96
N -10.80 -10.99 -25.10
N -12.85 -10.45 -26.16
H -10.68 -11.78 -25.77
H -10.39 -11.34 -24.24
H -13.52 -9.69 -26.12
H -12.70 -11.07 -26.94
C -14.09 -15.16 -25.76
O -13.57 -15.34 -24.61
N -13.31 -14.54 -26.70
N -15.32 -15.63 -26.02
H -13.54 -14.74 -27.70
H -12.34 -14.34 -26.43
H -15.65 -16.16 -25.29
H -15.87 -15.29 -26.77
C -4.52 -14.22 -18.73
O -5.45 -13.56 -18.06
N -3.24 -14.23 -18.35
N -4.80 -14.97 -19.82
H -2.78 -13.59 -17.70
H -2.71 -14.87 -18.87
H -4.00 -15.42 -20.37
H -5.73 -15.06 -20.22
```

total charge: +2
HOMO-LUMO gap: 0.357 Eh
E: -146723.462 eV
E_HOMO: -12.587 eV